Record 1
{"formula": "C13H35KO11S3", "method": "ωB97M-V with the def2-TZVPD basis set", "species": ["K", "C", "C", "C", "O", "H", "H", "H", "H", "H", "H", "H", "C", "O", "H", "H", "H", "H", "O", "S", "O", "O", "C", "C", "C", "H", "H", "H", "H", "H", "H", "H", "H", "O", "S", "O", "O", "C", "C", "C", "H", "H", "H", "H", "H", "H", "H", "H", "O", "S", "O", "O", "C", "C", "C", "H", "H", "H", "H", "H", "H", "H", "H"], "coordinates": [[-7.254638, 17.148055, -12.221901], [-4.530007, 17.572641, -16.492623], [-5.518487, 18.196463, -15.508965], [-6.941987, 17.685728, -15.788532], [-5.157559, 18.018654, -14.184004], [-3.507251, 17.776394, -16.180226], [-4.694954, 17.969147, -17.499863], [-4.695074, 16.490738, -16.505425], [-5.624927, 19.281722, -15.716210], [-7.373582, 18.081724, -16.719001], [-7.608855, 17.951071, -14.970234], [-6.900310, 16.606888, -15.942619], [-9.107043, 18.030147, -9.133022], [-7.908924, 17.297302, -9.352505], [-9.260177, 18.700997, -9.979822], [-9.964727, 17.371944, -9.009162], [-9.058184, 18.684719, -8.257464], [-8.037529, 16.369020, -9.152330], [-9.856314, 17.333463, -13.428987], [-11.137529, 17.247551, -12.773331], [-11.286689, 17.222793, -11.344916], [-11.990718, 18.432387, -13.420205], [-13.091568, 18.995476, -12.683318], [-13.761045, 20.108587, -13.462363], [-11.965505, 15.823910, -13.514587], [-12.799582, 19.347428, -11.694159], [-13.810461, 18.177065, -12.564449], [-14.626319, 20.435593, -12.888531], [-14.151936, 19.695842, -14.395026], [-13.095517, 20.935035, -13.697581], [-12.867372, 15.548912, -12.969851], [-11.244904, 15.009997, -13.552316], [-12.267682, 16.046748, -14.536487], [-7.618517, 13.940925, -16.276566], [-7.856199, 14.010884, -14.853077], [-7.359756, 15.095032, -14.074966], [-9.458433, 13.889350, -14.587677], [-10.157686, 12.953253, -15.409661], [-10.976056, 11.984511, -14.563290], [-7.289928, 12.477132, -14.107583], [-9.498346, 12.418345, -16.089820], [-10.864427, 13.505109, -16.033718], [-11.218296, 11.101439, -15.149164], [-11.914202, 12.407495, -14.201003], [-10.397200, 11.768095, -13.660410], [-7.847361, 11.636425, -14.505043], [-7.376740, 12.643552, -13.038059], [-6.245127, 12.409416, -14.406721], [-5.277507, 16.637856, -10.285145], [-4.160330, 17.209135, -9.572734], [-4.091629, 18.620618, -9.421314], [-4.115603, 16.626306, -8.053397], [-4.422565, 15.240674, -7.881097], [-3.952464, 14.879428, -6.499437], [-2.629266, 16.581600, -10.299479], [-3.983117, 14.562823, -8.618939], [-5.496790, 15.076086, -7.992471], [-2.879746, 14.710688, -6.384857], [-4.414438, 13.998934, -6.039939], [-4.183010, 15.633173, -5.740042], [-1.818611, 17.036300, -9.740469], [-2.684883, 16.877097, -11.344812], [-2.651840, 15.499821, -10.193533]], "atomic_forces_ev_per_a": [[0.8, 0.3, -0.6], [-0.3, 0.1, -0.1], [-0.4, 0.6, 1.4], [0.2, -0.4, -0.8], [-0.5, -0.5, -0.1], [0.0, 0.1, 0.0], [0.1, -0.1, -0.1], [0.2, 0.0, 0.0], [0.5, 0.2, -0.3], [0.1, 0.2, 0.1], [-0.1, 0.0, 0.1], [-0.2, -0.1, 0.3], [-0.2, 0.3, 0.1], [0.1, 0.2, -0.2], [-0.2, -0.2, -0.1], [-0.1, 0.1, -0.2], [0.3, -0.2, 0.1], [-0.1, 0.0, 0.2], [-0.5, 0.0, 1.0], [-0.4, -0.5, -1.7], [0.2, 0.1, -0.5], [0.7, 0.3, 0.4], [-0.9, -0.3, 0.3], [0.1, -0.7, -0.5], [-0.1, 0.1, 0.1], [0.4, -0.2, -0.1], [-0.1, 0.2, 0.3], [0.1, 0.2, 0.1], [0.1, 0.1, -0.1], [0.0, 0.1, 0.2], [0.2, 0.1, 0.3], [0.0, 0.0, 0.2], [0.3, 0.3, 0.0], [-0.3, 0.1, 1.2], [0.0, -1.0, -1.2], [-0.6, -0.3, 0.3], [1.0, 0.4, 0.1], [-1.3, -0.4, -0.5], [0.4, 0.4, 0.5], [0.2, 1.0, -0.4], [0.3, 0.1, 0.1], [0.3, 0.2, -0.1], [0.1, -0.2, 0.2], [0.0, 0.2, -0.2], [-0.1, -0.5, -0.2], [-0.1, 0.0, 0.1], [-0.1, -0.4, 0.1], [0.0, -0.1, 0.1], [0.5, -0.3, 0.5], [0.0, -0.1, -0.1], [0.2, -0.1, 0.1], [0.2, 0.2, -1.4], [-0.5, -0.8, 0.5], [0.2, -0.3, 1.7], [-1.1, 0.2, 0.6], [0.4, 0.4, -0.2], [-0.1, 0.3, 0.1], [0.0, 0.1, -0.5], [-0.2, -0.2, -0.7], [-0.1, 0.4, -0.5], [0.1, 0.0, -0.2], [0.2, 0.0, 0.0], [0.1, 0.0, -0.1]], "mulliken_charge": [0.9600, -1.2379, 0.4601, -0.3898, -0.8762, 0.3388, 0.3482, 0.2006, 0.0711, 0.4612, -0.0445, -0.2201, -0.6066, -0.3085, 0.1702, 0.2552, 0.2799, 0.2501, -0.6088, 1.1673, -0.6526, -0.2585, -0.1327, -1.2582, -0.7418, 0.2952, 0.3078, 0.3792, 0.3129, 0.3324, 0.4315, -0.0342, 0.3865, -0.6045, 0.7622, -0.2394, -0.1264, -0.6159, -1.0822, -1.0611, 0.6081, 0.3221, 0.3444, 0.3241, 0.2912, 0.3912, 0.2990, 0.4014, -0.4964, 1.0775, -0.6469, -0.3108, 0.0886, -1.3418, -0.8983, 0.3067, 0.1406, 0.3013, 0.3887, 0.3312, 0.3384, 0.3765, 0.2929], "lumo_energy_ev": -0.30, "orbital_gap_ha": 0.17402, "charge": 0, "max_force_ev_per_a": 1.8, "e_tot_ha": -3138.35602, "e_homo_ev": -5.0, "spin_multiplicity": 1}

=====

Record 2
{"formula": "C13H36BrO5", "method": "ωB97M-V with the def2-TZVPD basis set", "species": ["Br", "C", "C", "C", "O", "H", "H", "H", "H", "H", "H", "H", "H", "C", "C", "C", "O", "H", "H", "H", "H", "H", "H", "H", "H", "C", "C", "C", "O", "H", "H", "H", "H", "H", "H", "H", "H", "C", "C", "C", "O", "H", "H", "H", "H", "H", "H", "H", "H", "C", "O", "H", "H", "H", "H"], "coordinates": [[0.268054, 0.242089, -0.630745], [1.512654, -2.895951, -3.474345], [0.435134, -2.320491, -2.566925], [-0.629536, -3.270101, -1.943725], [1.093154, -1.799551, -1.466055], [1.077544, -3.367231, -4.355635], [2.283534, -3.472601, -2.963165], [2.083144, -2.130341, -4.000175], [-0.081146, -1.537631, -3.122535], [-1.373866, -3.492171, -2.708425], [-1.275826, -2.756981, -1.231605], [-0.307666, -4.203671, -1.482265], [0.691064, -0.956251, -1.245195], [-0.455436, 3.417799, -0.722135], [0.752684, 3.396709, -1.598915], [2.047764, 3.142969, -0.977475], [0.467214, 2.397669, -2.550775], [-0.534606, 2.446199, -0.234455], [-1.323806, 3.605139, -1.353755], [-0.317686, 4.241009, -0.021105], [0.779754, 4.375659, -2.077485], [2.125814, 3.263649, 0.103005], [2.703324, 3.948079, -1.309355], [2.429154, 2.148909, -1.210915], [0.495844, 1.501209, -2.208515], [-1.649356, -3.623991, 1.030645], [-1.659716, -2.106101, 0.610575], [-2.650876, -1.263931, 1.457985], [-0.399666, -1.533671, 0.520165], [-1.063226, -4.298031, 0.405955], [-2.670226, -3.987441, 0.913075], [-1.214276, -3.844841, 2.005335], [-2.076776, -2.276181, -0.382015], [-2.194416, -1.096881, 2.433605], [-3.529676, -1.802741, 1.812195], [-2.889116, -0.381421, 0.864245], [-0.436936, -0.713281, 0.023005], [-1.050086, 2.877459, 1.650065], [-0.419826, 1.660429, 2.319135], [-1.211916, 0.353869, 2.311125], [0.875274, 1.481739, 1.756945], [-1.804326, 3.354479, 2.275925], [-1.478406, 2.700229, 0.663535], [-0.302596, 3.659229, 1.515145], [-0.156246, 1.999219, 3.321055], [-0.764896, -0.304721, 3.055785], [-1.157676, -0.290101, 1.433355], [-2.267516, 0.537189, 2.511635], [0.626474, 1.165989, 0.885165], [2.950484, 0.258219, 1.979075], [2.589574, -0.148431, 0.577905], [3.570594, 1.146699, 2.098135], [2.057344, 0.565509, 2.523115], [3.412134, -0.570191, 2.516385], [2.019604, 0.557569, 0.264435]], "atomic_forces_ev_per_a": [[0.3, 16.7, -5.2], [-0.2, 0.1, -1.2], [0.4, -1.1, 1.5], [-0.7, 0.0, -1.9], [3.1, -4.1, -2.3], [-0.1, -0.9, 0.2], [-0.5, -0.4, 0.1], [0.0, 0.7, 0.5], [-0.4, 0.3, -0.2], [-0.1, -0.7, -0.5], [1.5, -0.3, -1.0], [0.5, 0.2, -0.3], [1.6, -3.7, -2.0], [1.2, 0.8, -1.2], [-2.2, -0.6, -0.8], [2.3, 0.6, 1.3], [0.2, 1.2, -2.9], [0.6, 0.9, -1.5], [-0.1, -0.1, 0.0], [-0.4, -0.1, -0.2], [0.1, -0.1, -0.7], [-0.6, -0.2, 0.3], [0.7, -0.5, -0.4], [0.2, 0.3, -0.2], [0.1, 0.2, 0.5], [0.4, 0.4, 0.2], [-1.0, -2.3, 0.8], [-1.0, -3.1, 0.0], [-2.4, -7.6, 4.7], [0.2, 0.6, -0.4], [-0.2, 0.0, 0.5], [-0.5, 0.4, 0.5], [-0.9, 1.2, 0.3], [-0.9, -0.8, -0.7], [-0.6, -0.5, -1.1], [-0.5, -0.1, 0.6], [-3.8, -3.3, 2.2], [-1.4, 0.2, 1.8], [0.5, 1.0, 0.3], [1.5, 2.8, 0.9], [-1.7, 1.6, 0.7], [-0.4, -0.3, 0.4], [-0.9, -0.2, 1.9], [0.0, -0.5, 0.5], [-0.5, -0.3, 0.5], [-0.1, 0.0, 0.4], [1.0, 2.3, 0.8], [0.5, 0.7, 0.5], [0.4, 0.1, -0.1], [-0.1, -1.0, -0.4], [2.3, 0.6, 3.2], [0.5, 0.0, -0.7], [0.6, -0.9, -0.1], [0.2, -0.2, -0.5], [0.8, -0.1, 0.1]], "mulliken_charge": [-1.0854, -1.6643, 0.7811, -1.0650, -0.5603, 0.4102, 0.2914, 0.3743, 0.2514, 0.4658, -0.4738, 0.2498, 0.2807, 0.0935, 0.1541, -1.1557, -0.6822, -0.5605, 0.1794, 0.4314, 0.5325, 0.2515, 0.3857, 0.2526, 0.2237, -1.5089, 1.3349, -2.0341, -0.5125, 0.2956, 0.3941, 0.3933, 0.3678, 0.4547, 0.4927, 0.4295, 0.5269, -1.6784, 0.3439, -1.2535, -0.3946, 0.5192, 0.4857, 0.2552, 0.4313, 0.2255, 0.7881, 0.6062, -0.2976, -0.5944, -0.4173, 0.2848, 0.1594, 0.3541, 0.1867], "lumo_energy_ev": 3.16, "orbital_gap_ha": 0.29382, "charge": -1, "max_force_ev_per_a": 17.4, "e_tot_ha": -3466.65943, "e_homo_ev": -4.8, "spin_multiplicity": 1}